{"formula": "CH30O18", "method": "ωB97M-V/def2-TZVPD", "symbols": ["C", "O", "O", "O", "O", "H", "H", "O", "H", "H", "O", "H", "H", "O", "H", "H", "O", "H", "H", "O", "H", "H", "O", "H", "H", "O", "H", "H", "O", "H", "H", "O", "H", "H", "O", "H", "H", "O", "H", "H", "O", "H", "H", "O", "H", "H", "O", "H", "H"], "xyz": [[-9.61900, -19.95800, -15.88900], [-9.86800, -18.56300, -15.93000], [-10.09100, -20.58700, -16.93800], [-8.70800, -20.38400, -15.08300], [-8.45500, -23.00700, -15.33700], [-7.50900, -23.21800, -15.49800], [-8.52500, -22.03500, -15.18300], [-10.62100, -19.22700, -19.17300], [-11.36200, -18.68600, -18.86900], [-10.24400, -19.56000, -18.37300], [-10.54000, -15.45200, -17.99500], [-9.69100, -15.05700, -17.94400], [-10.55100, -16.06100, -17.25200], [-7.70000, -20.27700, -12.57100], [-6.76500, -20.30300, -12.64300], [-8.01000, -20.20000, -13.44200], [-12.68300, -20.25200, -16.16700], [-11.87100, -20.08200, -16.62600], [-13.35000, -20.67500, -16.80800], [-11.55100, -21.99700, -18.61300], [-12.44200, -21.69900, -18.48200], [-10.99400, -21.58500, -17.98000], [-7.87100, -21.16300, -18.22300], [-8.14200, -21.69400, -18.92400], [-8.64400, -20.87100, -17.73700], [-6.35800, -20.86500, -16.00000], [-7.26800, -20.77500, -15.66500], [-6.59800, -21.16200, -16.84800], [-11.24300, -22.56200, -15.54000], [-12.15000, -22.40700, -15.86200], [-10.75800, -21.72600, -15.82200], [-9.51500, -16.33400, -14.99300], [-9.56200, -17.25500, -15.40200], [-10.02000, -16.34000, -14.18200], [-7.17500, -18.17200, -15.00100], [-7.62500, -17.88700, -14.19000], [-7.69500, -18.88800, -15.32800], [-8.20400, -17.85300, -18.11200], [-8.80000, -18.18000, -17.44100], [-8.17500, -18.56100, -18.77000], [-10.63900, -18.86400, -13.35900], [-10.34300, -18.84000, -14.29100], [-11.51300, -18.49400, -13.44600], [-10.63300, -21.56000, -12.80200], [-11.50500, -21.48100, -12.40100], [-10.49000, -20.68400, -13.14400], [-11.91500, -17.34100, -16.41600], [-12.03800, -16.66800, -15.79000], [-11.11500, -17.84300, -16.21800]], "forces_ev_per_a": [[2.0, 3.4, -2.3], [0.6, -5.5, 0.5], [1.0, 1.0, 3.0], [-3.6, 0.6, -1.3], [1.0, -0.6, -0.1], [-1.0, 0.7, 0.2], [0.2, -1.0, 0.0], [-0.9, 0.8, -1.5], [0.3, 0.1, 0.0], [0.3, -0.4, 1.0], [-1.1, 0.1, -0.4], [1.3, 0.4, 0.0], [-0.3, -0.3, 0.1], [-0.2, -0.1, 2.7], [1.2, 0.0, -0.2], [-0.9, 0.1, -2.0], [-3.4, -1.0, -0.5], [0.7, 0.1, -0.9], [1.9, 1.2, 1.4], [-0.7, -1.7, -1.8], [-0.2, 0.4, 0.1], [0.6, 0.6, 1.1], [1.9, 1.3, 0.8], [-1.0, -1.4, -1.6], [-0.7, -0.3, 0.2], [0.6, 0.2, 1.6], [0.7, 0.2, 0.4], [0.0, -0.7, -2.2], [-0.2, 0.7, -0.5], [0.8, 0.1, 0.3], [-1.1, -2.2, 0.4], [0.2, 0.7, -0.4], [0.5, 0.9, 1.0], [-0.1, -0.3, 0.2], [1.1, 1.4, 1.0], [0.0, -0.1, -0.5], [-0.3, -0.6, -0.2], [0.8, 0.1, -0.8], [-0.4, 0.0, 0.5], [-0.1, 0.2, 0.2], [0.1, 0.3, 0.1], [0.3, 0.3, 0.2], [-0.6, 0.1, 0.1], [-0.4, -1.0, 0.8], [0.1, -0.1, -0.1], [0.2, 0.8, -0.2], [-1.8, -0.3, -1.9], [0.0, 1.3, 1.3], [0.4, -0.6, 0.2]], "mulliken_charge": [-1.042, 1.433, -0.025, 1.641, -0.700, 0.274, 0.124, -0.673, 0.340, 0.088, -0.687, 0.302, 0.357, -0.701, 0.324, 0.023, -0.660, 0.086, 0.264, -0.675, 0.262, 0.439, -0.737, 0.247, 0.356, -0.781, -0.098, 0.397, -0.707, 0.345, -0.103, -0.692, 0.248, 0.324, -0.770, 0.376, 0.212, -0.707, -0.098, 0.364, -0.724, 0.138, 0.315, -0.599, 0.245, 0.347, -0.858, 0.336, -0.171], "spin_multiplicity": 1, "total_charge": -2, "homo_energy_ha": -0.14452, "lumo_energy_ev": 5.0}

{"formula": "CH33O16", "method": "ωB97M-V/def2-TZVPD", "symbols": ["C", "O", "H", "H", "H", "O", "H", "H", "O", "H", "H", "O", "H", "H", "O", "H", "H", "O", "H", "H", "O", "H", "H", "O", "H", "H", "O", "H", "H", "O", "H", "H", "O", "H", "H", "O", "H", "H", "O", "H", "H", "O", "H", "H", "O", "H", "H", "O", "H", "H"], "xyz": [[0.23340, 0.20584, -0.19772], [-0.99060, -0.53016, -0.21272], [0.47140, 0.45984, -1.13072], [1.10840, -0.24516, 0.27628], [-0.01460, 1.10784, 0.34428], [-2.36960, 0.29284, -2.25272], [-1.89260, 0.06884, -1.44972], [-3.23960, 0.55084, -1.96372], [1.47840, -0.08816, 3.26028], [1.63540, 0.60384, 2.61728], [2.06240, -0.83416, 3.03328], [-2.25360, 2.06584, 1.48528], [-1.39660, 1.77484, 1.05028], [-2.00660, 2.54384, 2.27628], [-0.08760, -2.07016, -2.18172], [0.27940, -2.91016, -1.93872], [-0.18260, -1.51516, -1.43272], [-1.02160, -0.64316, 2.69328], [-0.07960, -0.36316, 2.87528], [-1.31360, -0.09216, 2.02528], [-3.94360, -0.71116, 1.00328], [-3.05060, -0.95916, 0.73928], [-4.24560, -1.32916, 1.72328], [3.12040, -1.75216, -0.75972], [2.48240, -2.07616, -0.15972], [2.74540, -1.88916, -1.62972], [1.35240, 2.87384, -1.80672], [1.03640, 3.08084, -0.91872], [1.90940, 3.62284, -1.99172], [3.75740, 0.80784, 0.12228], [3.38240, 0.00284, -0.28272], [3.94240, 1.35384, -0.63172], [2.00940, 2.09384, 2.00228], [1.33440, 2.52584, 1.46028], [2.61240, 1.83284, 1.29628], [0.18640, 3.67984, 0.59928], [-0.18360, 4.00584, 1.44228], [-0.03460, 4.40384, 0.04428], [1.89940, 0.17584, -3.04172], [1.40440, -0.56816, -2.81172], [1.66540, 0.77284, -2.34972], [-2.42760, -3.26516, 0.22828], [-1.67460, -2.97916, 0.73028], [-2.42860, -3.01016, -0.73572], [0.13640, -2.45716, 1.06028], [0.04940, -2.24916, 2.00928], [-0.32260, -1.69916, 0.59428], [-2.60860, -2.54916, -2.29272], [-2.90760, -1.69816, -2.51172], [-1.61860, -2.42316, -2.30772]], "forces_ev_per_a": [[-2.8, -0.7, 3.4], [1.7, -0.3, 0.0], [1.1, 1.3, -3.7], [-0.1, -0.4, 0.3], [0.7, 0.8, 0.3], [-0.6, 0.5, -1.7], [0.7, -0.5, 1.3], [-0.4, 0.2, 0.3], [0.5, -1.6, 0.9], [0.4, 0.9, -0.5], [-0.4, 0.5, 0.0], [1.2, -0.4, -1.0], [-1.6, 0.6, 0.7], [0.2, -0.1, 0.3], [1.3, -0.8, -2.9], [0.2, -0.6, 0.6], [-0.9, 1.2, 2.4], [1.6, -1.2, 2.9], [-1.1, -0.4, 0.1], [-1.3, 1.5, -2.4], [-1.1, -0.3, 1.1], [0.1, -0.5, 0.1], [1.0, 0.8, -1.4], [1.3, 0.6, -0.8], [-1.4, -0.7, 1.3], [-0.1, 0.1, -0.3], [-0.1, 0.0, 0.3], [-0.1, -0.5, 0.0], [0.5, 0.3, -0.5], [-0.3, -0.1, 0.4], [0.1, -0.3, 0.1], [0.2, 0.5, -0.6], [-0.2, 0.7, -0.5], [-0.1, 0.0, 0.3], [0.8, -0.5, -0.2], [-0.3, 0.1, 1.6], [0.3, -0.6, -0.2], [-0.4, 1.0, -1.3], [1.7, 1.0, -1.1], [-1.6, -2.2, 0.2], [-0.1, 1.2, 0.5], [-1.4, -0.8, -0.5], [0.8, 0.2, -0.2], [0.1, 0.2, 1.2], [1.0, -0.6, 0.5], [-0.2, 0.0, -0.8], [-0.4, 0.1, 0.2], [1.1, -2.2, -0.2], [-0.7, 2.1, -0.3], [-1.0, -0.1, -0.3]], "mulliken_charge": [1.588, -0.490, 0.112, 0.001, -1.179, -0.848, 0.437, 0.323, -0.734, 0.428, 0.330, -0.671, -0.001, 0.299, -0.854, 0.349, 0.430, -0.773, 0.489, 0.213, -0.676, 0.320, 0.296, -0.759, 0.335, 0.323, -0.617, 0.384, 0.294, -0.672, 0.409, 0.315, -0.754, 0.289, 0.515, -0.673, 0.219, 0.191, -0.663, 0.368, 0.426, -0.753, 0.312, 0.477, -0.798, 0.356, 0.146, -0.790, 0.353, 0.383], "spin_multiplicity": 1, "total_charge": -1, "homo_energy_ha": -0.21815, "lumo_energy_ev": 1.8}